[1]
A 2-piece molecular cluster, C11H16N2O overall at a distorted geometry. Source: the OMol25 dataset; level of theory: wB97M-V/def2-TZVPD.

Last columns: bonded neighbours and bond lengths (Å).
Cartesian coordinates (Å):
1 O -0.91 -1.04 1.30  C14 1.169
2 N -2.41 -0.26 -0.37  C8 1.460, C14 1.214
3 N 0.79 1.92 -0.66  C9 1.357, C11 1.343, H27 0.946
4 C 2.19 1.94 1.14  C7 1.522, C9 1.500, H25 1.149, H26 1.085
5 C 0.63 -0.49 -1.20  C11 1.364, C13 1.383, H18 1.065
6 C 2.46 -1.67 -0.17  C10 1.505, C13 1.417, H17 1.091, H28 1.136
7 C 1.84 0.52 0.71  C4 1.522, C10 1.532, C11 1.471, H30 1.148
8 C -3.82 -0.50 -0.69  N2 1.460, C12 1.533, H15 1.164, H19 1.191
9 C 1.56 2.77 0.06  N3 1.357, C4 1.500, H16 1.034
10 C 3.03 -0.37 0.31  C6 1.505, C7 1.532, H21 1.134, H22 1.061
11 C 0.91 0.60 -0.42  N3 1.343, C5 1.364, C7 1.471
12 C -4.79 -0.46 0.50  C8 1.533, H20 1.071, H23 1.063, H24 1.098
13 C 1.36 -1.66 -1.06  C5 1.383, C6 1.417, H29 1.058
14 C -1.69 -0.76 0.47  O1 1.169, N2 1.214
15 H -3.95 0.35 -1.47  C8 1.164
16 H 1.22 3.74 -0.08  C9 1.034
17 H 3.27 -2.23 -0.64  C6 1.091
18 H -0.07 -0.50 -2.00  C5 1.065
19 H -3.96 -1.50 -1.32  C8 1.191
20 H -5.18 0.51 0.72  C12 1.071
21 H 3.59 0.12 -0.54  C10 1.134
22 H 3.75 -0.55 1.07  C10 1.061
23 H -4.39 -0.85 1.40  C12 1.063
24 H -5.65 -1.06 0.16  C12 1.098
25 H 2.08 2.22 2.25  C4 1.149
26 H 3.26 1.87 0.96  C4 1.085
27 H 0.27 2.37 -1.31  N3 0.946
28 H 2.29 -2.26 0.79  C6 1.136
29 H 1.06 -2.63 -1.36  C13 1.058
30 H 1.27 -0.13 1.46  C7 1.148

Kohn-Sham gap (alpha / beta) ... 6.8 / 6.6 eV
E_tot ... -16690.131 eV
LUMO energy (alpha / beta) ... 0.7 / 0.7 eV

Computed Mulliken charges, given in elementary charges: number 1, O, carries -0.50; number 2, N, carries -0.38; number 3, N, carries 0.01; number 4, C, carries -0.54; number 5, C, carries -0.77; number 6, C, carries -0.55; number 7, C, carries 0.85; number 8, C, carries -0.40; number 9, C, carries -0.60; number 10, C, carries -1.20; number 11, C, carries -0.05; number 12, C, carries -0.93; number 13, C, carries -0.56; number 14, C, carries 0.79; number 15, H, carries 0.25; number 16, H, carries 0.36; number 17, H, carries 0.40; number 18, H, carries 0.39; number 19, H, carries 0.26; number 20, H, carries 0.28; number 21, H, carries 0.35; number 22, H, carries 0.33; number 23, H, carries 0.35; number 24, H, carries 0.31; number 25, H, carries 0.30; number 26, H, carries 0.28; number 27, H, carries 0.12; number 28, H, carries 0.28; number 29, H, carries 0.44; number 30, H, carries 0.16


[2]
A 2-piece molecular cluster, C11H16N2O overall at a distorted geometry. Source: the OMol25 dataset; level of theory: wB97M-V/def2-TZVPD.

Last columns: bonded neighbours and bond lengths (Å).
Cartesian coordinates (Å):
1 O -0.71 -1.53 -0.92  C10 1.380, H26 0.921
2 N 0.52 1.46 -2.23  N3 1.295, H16 1.110
3 N -0.08 0.34 -2.00  N2 1.295, C6 1.497, C10 1.305
4 C 1.04 -0.71 1.28  C7 1.385, C9 1.392, H24 1.127
5 C 3.47 0.53 0.74  C11 1.446, C12 1.379, H25 1.044
6 C -0.92 -0.16 -3.13  N3 1.497, H22 1.102, H23 1.080, H28 1.020
7 C 1.25 -0.29 -0.03  C4 1.385, C10 1.482, C11 1.468
8 C -2.33 -0.43 1.98  C13 1.299, H20 1.052, H27 1.124
9 C 1.99 -0.54 2.29  C4 1.392, C12 1.362, H15 1.051
10 C 0.22 -0.52 -1.07  O1 1.380, N3 1.305, C7 1.482
11 C 2.56 0.27 -0.36  C5 1.446, C7 1.468, H18 1.064
12 C 3.13 0.16 2.02  C5 1.379, C9 1.362, H30 1.037
13 C -2.15 0.47 1.06  C8 1.299, C14 1.498, H21 1.102
14 C -3.06 0.86 -0.06  C13 1.498, H17 1.108, H19 1.056, H29 1.107
15 H 1.74 -0.93 3.23  C9 1.051
16 H 1.32 1.63 -1.48  N2 1.110
17 H -4.11 0.65 0.21  C14 1.108
18 H 2.90 0.25 -1.37  C11 1.064
19 H -2.99 1.91 -0.14  C14 1.056
20 H -3.01 -1.11 2.40  C8 1.052
21 H -1.19 1.01 1.19  C13 1.102
22 H -1.93 -0.27 -2.70  C6 1.102
23 H -0.44 -1.09 -3.38  C6 1.080
24 H 0.10 -1.29 1.50  C4 1.127
25 H 4.45 0.84 0.61  C5 1.044
26 H -0.40 -2.18 -0.35  O1 0.921
27 H -1.53 -0.59 2.76  C8 1.124
28 H -0.87 0.63 -3.78  C6 1.020
29 H -2.85 0.33 -1.01  C14 1.107
30 H 3.86 0.32 2.75  C12 1.037

Kohn-Sham gap (alpha / beta) ... 7.2 / 7.2 eV
E_tot ... -16689.406 eV
LUMO energy (alpha / beta) ... 0.5 / 0.5 eV

Computed Mulliken charges, given in elementary charges: number 1, O, carries -0.46; number 2, N, carries -1.36; number 3, N, carries 0.95; number 4, C, carries 0.06; number 5, C, carries -0.60; number 6, C, carries -0.84; number 7, C, carries -0.16; number 8, C, carries -1.03; number 9, C, carries -0.84; number 10, C, carries 0.67; number 11, C, carries -0.78; number 12, C, carries -0.44; number 13, C, carries 0.42; number 14, C, carries -0.93; number 15, H, carries 0.46; number 16, H, carries 0.34; number 17, H, carries 0.39; number 18, H, carries 0.61; number 19, H, carries 0.31; number 20, H, carries 0.33; number 21, H, carries 0.35; number 22, H, carries 0.22; number 23, H, carries 0.30; number 24, H, carries 0.28; number 25, H, carries 0.42; number 26, H, carries 0.32; number 27, H, carries 0.24; number 28, H, carries 0.37; number 29, H, carries -0.01; number 30, H, carries 0.42